The following is a quantum chemistry calculation of a molecular structure, C35H30BrCaF5N5O2S at a distorted geometry, from OMol25.

CARTESIAN COORDINATES (ANGSTROEM)
Ca  -0.240  -1.025  0.566
N  1.611  -2.051  1.782
C  2.799  -2.293  0.950
C  2.397  -2.635  -0.489
N  1.473  -1.649  -1.064
C  2.063  -0.446  -1.668
C  2.320  0.662  -0.644
N  1.103  0.925  0.140
H  1.755  -1.293  2.466
H  1.316  -2.889  2.263
H  3.424  -3.103  1.331
H  3.419  -1.398  0.966
H  1.867  -3.589  -0.474
H  3.299  -2.756  -1.102
H  0.851  -2.103  -1.724
H  1.337  -0.072  -2.392
H  2.992  -0.672  -2.205
H  2.688  1.544  -1.174
H  3.110  0.374  0.047
H  0.480  1.553  -0.356
H  1.329  1.326  1.053
C  -1.294  -1.774  5.983
C  -1.511  -0.708  4.941
C  -1.975  0.561  5.248
C  -2.095  1.520  4.256
C  -1.727  1.170  2.970
Br  -1.809  2.500  1.622
N  -1.296  -0.033  2.639
C  -1.205  -0.946  3.615
H  -1.839  -1.545  6.899
H  -0.232  -1.847  6.230
H  -1.621  -2.752  5.624
H  -2.240  0.807  6.271
H  -2.446  2.518  4.468
H  -0.863  -1.932  3.304
F  5.693  2.143  6.191
C  4.668  1.735  5.416
C  4.534  2.190  4.119
F  5.444  3.046  3.628
C  3.481  1.772  3.333
F  3.404  2.240  2.067
C  2.484  0.870  3.770
O  1.500  0.479  3.042
C  2.676  0.436  5.102
F  1.782  -0.430  5.625
C  3.724  0.850  5.898
F  3.833  0.394  7.157
N  -3.537  -6.190  -6.580
C  -3.190  -5.780  -5.563
C  -2.752  -5.266  -4.284
C  -2.494  -6.143  -3.232
C  -2.069  -5.656  -2.010
C  -1.889  -4.283  -1.806
C  -2.161  -3.409  -2.871
C  -2.586  -3.895  -4.093
C  -1.441  -3.758  -0.549
C  -1.111  -3.223  0.507
H  -2.630  -7.206  -3.383
H  -1.867  -6.334  -1.191
H  -2.050  -2.343  -2.704
H  -2.798  -3.216  -4.909
C  -0.264  6.227  -4.268
C  -1.235  6.597  -5.362
O  -1.240  7.672  -5.905
S  -2.541  5.450  -5.806
C  -2.315  4.076  -4.710
C  -2.935  4.062  -3.461
C  -2.743  2.996  -2.597
C  -1.930  1.908  -2.954
C  -1.337  1.927  -4.222
C  -1.527  2.994  -5.088
C  -1.702  0.830  -2.037
C  -1.480  -0.054  -1.206
H  -0.785  5.913  -3.364
H  0.365  7.090  -4.064
H  0.351  5.386  -4.592
H  -3.566  4.895  -3.173
H  -3.224  2.983  -1.626
H  -0.724  1.087  -4.521
H  -1.059  2.993  -6.065

Properties
* Kohn-Sham gap: 7.51 eV
* total charge: -1
* E: -5925.1719 Ha
* strongest force on any atom: 1.36 eV/A
* lowest unoccupied orbital energy: 2.132 eV
* energy relative to the best compared isomer or geometry (same formula, charge and spin): 0.00 kJ/mol

***

The following is a quantum chemistry calculation of a molecular structure, C35H30F2N8ORh, from OMol25.

CARTESIAN COORDINATES (ANGSTROEM)
Rh  1.157  0.407  -0.219
C  4.944  -0.622  1.563
C  4.982  -2.014  1.631
C  3.936  -2.711  1.087
C  2.851  -2.043  0.496
N  2.789  -0.692  0.490
C  3.852  -0.024  0.995
N  1.932  -2.887  -0.085
C  0.894  -2.525  -0.740
N  0.405  -1.261  -0.978
C  -0.807  -1.361  -1.616
N  -1.641  -0.439  -1.933
C  -1.487  0.904  -1.695
C  -2.516  1.693  -2.244
C  -2.495  3.058  -2.140
C  -1.422  3.643  -1.468
C  -0.455  2.826  -0.947
N  -0.461  1.476  -1.027
C  -1.084  -2.788  -1.878
C  -2.155  -3.412  -2.485
C  -2.134  -4.803  -2.532
C  -1.077  -5.528  -1.980
C  -0.006  -4.886  -1.366
C  -0.037  -3.507  -1.334
H  5.748  -0.010  1.944
H  5.819  -2.530  2.080
H  3.905  -3.789  1.068
H  3.820  1.048  0.930
H  -3.300  1.163  -2.762
H  -3.281  3.661  -2.574
H  -1.330  4.713  -1.355
H  0.380  3.275  -0.439
H  -2.970  -2.838  -2.905
H  -2.949  -5.334  -3.004
H  -1.094  -6.608  -2.033
H  0.816  -5.435  -0.928
F  3.744  1.272  -4.738
C  3.467  1.687  -3.500
C  2.624  0.917  -2.715
C  2.348  1.362  -1.437
C  2.900  2.557  -0.938
C  3.738  3.278  -1.784
F  4.284  4.424  -1.347
C  4.037  2.870  -3.064
C  2.515  2.915  0.428
C  2.897  4.019  1.177
C  2.387  4.165  2.459
C  1.507  3.225  2.974
C  1.166  2.145  2.180
N  1.666  2.003  0.954
H  2.209  0.000  -3.110
H  4.691  3.450  -3.698
H  3.577  4.750  0.769
H  2.677  5.021  3.055
H  1.093  3.322  3.966
H  0.468  1.376  2.496
C  -2.862  1.910  1.446
N  -3.234  0.529  1.668
C  -4.656  0.231  1.605
C  -4.951  -1.061  2.334
C  -4.061  -2.150  1.779
N  -2.668  -1.733  1.808
C  -1.691  -2.801  1.709
C  -2.267  -0.436  1.684
O  -1.065  -0.136  1.615
H  -3.376  2.552  2.164
H  -3.135  2.235  0.437
H  -1.790  2.019  1.569
H  -4.987  0.166  0.560
H  -5.193  1.063  2.063
H  -5.999  -1.333  2.213
H  -4.754  -0.932  3.400
H  -4.358  -2.408  0.755
H  -4.149  -3.058  2.379
H  -1.852  -3.519  2.515
H  -0.692  -2.386  1.795
H  -1.785  -3.327  0.756

Properties
* Kohn-Sham gap: 7.53 eV
* total charge: +1
* E: -2175.2691 Ha
* strongest force on any atom: 0.92 eV/A
* lowest unoccupied orbital energy: -3.222 eV
* energy relative to the best compared isomer or geometry (same formula, charge and spin): 0.00 kJ/mol

***

The following is a quantum chemistry calculation of a molecular structure, C35H30InN10O3S2 at a distorted geometry, from OMol25.

CARTESIAN COORDINATES (ANGSTROEM)
In  -0.186  -0.180  -1.339
C  4.846  3.699  -0.357
C  5.256  2.291  -0.175
C  6.209  1.728  -0.995
C  6.571  0.373  -0.834
C  5.982  -0.400  0.116
C  4.928  0.155  0.920
C  4.637  1.479  0.790
H  4.670  4.171  0.666
H  3.862  3.757  -0.799
H  5.673  4.195  -0.912
H  6.615  2.335  -1.776
H  7.455  0.070  -1.420
H  6.293  -1.488  0.215
H  4.388  -0.390  1.664
H  3.862  1.931  1.448
N  -4.353  4.212  3.451
C  -3.223  3.871  2.733
C  -2.285  2.966  3.266
C  -1.075  2.673  2.609
C  -0.825  3.263  1.396
C  -1.695  4.212  0.822
C  -2.848  4.508  1.548
S  0.529  2.684  0.397
O  1.249  3.843  0.021
O  1.229  1.557  0.961
N  -0.205  2.027  -0.891
C  -0.187  2.498  -2.162
N  0.088  1.597  -3.152
C  0.085  1.961  -4.460
C  0.020  3.304  -4.797
C  -0.193  4.196  -3.760
N  -0.430  3.776  -2.507
H  -4.389  3.843  4.400
H  -4.780  5.080  3.118
H  -2.634  2.403  4.156
H  -0.453  1.976  3.028
H  -1.576  4.592  -0.171
H  -3.594  5.196  1.109
H  0.353  1.216  -5.205
H  0.011  3.585  -5.845
H  -0.238  5.247  -3.899
C  2.701  -3.937  -2.902
C  3.144  -3.103  -1.860
C  2.415  -1.891  -1.683
N  1.264  -1.633  -2.370
C  0.880  -2.499  -3.384
C  1.589  -3.625  -3.654
H  3.312  -4.793  -3.164
H  4.049  -3.355  -1.320
H  2.748  -1.131  -0.940
H  0.037  -2.109  -3.916
H  1.055  -4.225  -4.389
O  -1.519  -1.259  -2.480
N  -2.822  -0.917  -2.016
C  -3.504  -0.551  -3.097
C  -2.944  -0.212  -4.357
N  -2.549  -0.095  -5.437
C  -4.912  -0.369  -2.983
N  -6.050  -0.172  -2.799
S  -1.851  -2.684  4.467
C  -1.362  -2.273  2.880
C  -0.077  -1.748  2.692
C  0.297  -1.298  1.438
N  -0.523  -1.457  0.381
C  -1.695  -2.141  0.535
C  -2.172  -2.484  1.785
C  -2.939  -4.047  4.156
C  -4.246  -4.128  4.655
C  -5.008  -5.289  4.362
N  -4.649  -6.235  3.498
C  -3.331  -6.197  3.157
C  -2.440  -5.169  3.422
H  0.650  -1.615  3.448
H  1.323  -1.009  1.291
H  -2.310  -2.313  -0.367
H  -3.126  -3.001  1.792
H  -4.646  -3.374  5.320
H  -6.003  -5.413  4.839
H  -2.938  -7.068  2.657
H  -1.484  -5.194  2.962

Properties
* Kohn-Sham gap (spin up / spin down): 6.85 / 6.85 eV
* total charge: +1
* E: -3111.1904 Ha
* strongest force on any atom: 4.02 eV/A
* lowest unoccupied orbital energy (spin up / spin down): -3.601 / -3.602 eV
* energy relative to the best compared isomer or geometry (same formula, charge and spin): 18.73 kJ/mol

***

Copy entry 3 word for word.
The following is a quantum chemistry calculation of a molecular structure, C35H30InN10O3S2 at a distorted geometry, from OMol25.

CARTESIAN COORDINATES (ANGSTROEM)
In  -0.186  -0.180  -1.339
C  4.846  3.699  -0.357
C  5.256  2.291  -0.175
C  6.209  1.728  -0.995
C  6.571  0.373  -0.834
C  5.982  -0.400  0.116
C  4.928  0.155  0.920
C  4.637  1.479  0.790
H  4.670  4.171  0.666
H  3.862  3.757  -0.799
H  5.673  4.195  -0.912
H  6.615  2.335  -1.776
H  7.455  0.070  -1.420
H  6.293  -1.488  0.215
H  4.388  -0.390  1.664
H  3.862  1.931  1.448
N  -4.353  4.212  3.451
C  -3.223  3.871  2.733
C  -2.285  2.966  3.266
C  -1.075  2.673  2.609
C  -0.825  3.263  1.396
C  -1.695  4.212  0.822
C  -2.848  4.508  1.548
S  0.529  2.684  0.397
O  1.249  3.843  0.021
O  1.229  1.557  0.961
N  -0.205  2.027  -0.891
C  -0.187  2.498  -2.162
N  0.088  1.597  -3.152
C  0.085  1.961  -4.460
C  0.020  3.304  -4.797
C  -0.193  4.196  -3.760
N  -0.430  3.776  -2.507
H  -4.389  3.843  4.400
H  -4.780  5.080  3.118
H  -2.634  2.403  4.156
H  -0.453  1.976  3.028
H  -1.576  4.592  -0.171
H  -3.594  5.196  1.109
H  0.353  1.216  -5.205
H  0.011  3.585  -5.845
H  -0.238  5.247  -3.899
C  2.701  -3.937  -2.902
C  3.144  -3.103  -1.860
C  2.415  -1.891  -1.683
N  1.264  -1.633  -2.370
C  0.880  -2.499  -3.384
C  1.589  -3.625  -3.654
H  3.312  -4.793  -3.164
H  4.049  -3.355  -1.320
H  2.748  -1.131  -0.940
H  0.037  -2.109  -3.916
H  1.055  -4.225  -4.389
O  -1.519  -1.259  -2.480
N  -2.822  -0.917  -2.016
C  -3.504  -0.551  -3.097
C  -2.944  -0.212  -4.357
N  -2.549  -0.095  -5.437
C  -4.912  -0.369  -2.983
N  -6.050  -0.172  -2.799
S  -1.851  -2.684  4.467
C  -1.362  -2.273  2.880
C  -0.077  -1.748  2.692
C  0.297  -1.298  1.438
N  -0.523  -1.457  0.381
C  -1.695  -2.141  0.535
C  -2.172  -2.484  1.785
C  -2.939  -4.047  4.156
C  -4.246  -4.128  4.655
C  -5.008  -5.289  4.362
N  -4.649  -6.235  3.498
C  -3.331  -6.197  3.157
C  -2.440  -5.169  3.422
H  0.650  -1.615  3.448
H  1.323  -1.009  1.291
H  -2.310  -2.313  -0.367
H  -3.126  -3.001  1.792
H  -4.646  -3.374  5.320
H  -6.003  -5.413  4.839
H  -2.938  -7.068  2.657
H  -1.484  -5.194  2.962

Properties
* Kohn-Sham gap (spin up / spin down): 6.85 / 6.85 eV
* total charge: +1
* E: -3111.1904 Ha
* strongest force on any atom: 4.02 eV/A
* lowest unoccupied orbital energy (spin up / spin down): -3.601 / -3.602 eV
* energy relative to the best compared isomer or geometry (same formula, charge and spin): 18.73 kJ/mol

***

Which of these has the lowest strongest force on any atom? C35H30F2N8ORh